[1]
Computed, not measured: BCsH4 as an isolated structure at a distorted geometry, with wB97M-V/def2-TZVPD.

Calculated values
**Charge**: -1
**M**: 147.75 g/mol
**⟨S²⟩**: 0.750
**Electronic energy**: -1286.800 eV
**Gap between HOMO and LUMO (spin up / spin down)**: 2.7 / 8.7 eV
**Relative energy (zero: lowest compared OMol25 entry of this formula, charge and spin)**: 0.0 kJ/mol
**Spin multiplicity**: 2

XYZ file:
```
6
Properties=species:S:1:pos:R:3:forces:R:3
Cs 0.69510 1.86765 -1.72825 0.01 0.09 -0.15
B -0.13528 -0.38776 0.35645 -0.06 -0.19 0.20
H 0.12110 -0.63082 -0.66308 0.93 -0.95 -4.28
H 0.12238 0.64123 0.55406 1.43 4.07 1.05
H -1.20484 -0.40760 0.49740 -4.28 -0.45 0.50
H 0.40156 -1.08272 0.98340 1.98 -2.57 2.67
```
Positions in Å, forces in eV/Å.

=====

[2]
Computed, not measured: BF4H12O6 as an isolated structure at a distorted geometry, with wB97M-V/def2-TZVPD.

Calculated values
**Charge**: -1
**M**: 194.89 g/mol
**Electronic energy**: -24019.436 eV
**Gap between HOMO and LUMO**: 9.3 eV
**Relative energy (zero: lowest compared OMol25 entry of this formula, charge and spin)**: 1593.9 kJ/mol

XYZ file:
```
23
Properties=species:S:1:pos:R:3:forces:R:3
B 0.00648 0.15823 -0.49961 -0.41 -1.33 -4.55
F -0.85911 0.85293 -1.32061 2.64 2.45 -1.20
F -0.62096 0.27148 0.70146 12.04 -1.76 0.06
F 0.03183 -1.16095 -0.91328 1.60 0.26 -0.14
F 1.30225 0.67119 -0.34339 -8.77 8.03 2.38
O -0.64660 -1.59239 1.42184 0.30 -4.12 1.96
H -0.29661 -2.36842 0.98423 -0.16 -0.45 0.28
H -0.41180 -0.86532 0.84523 -0.27 -4.39 2.10
O 2.45303 -0.48017 0.65449 3.54 -3.99 3.75
H 1.59070 -0.45600 0.23972 2.06 -2.19 2.06
H 2.35008 0.03821 1.45256 0.05 -0.12 0.24
O -0.06316 2.36608 0.53398 0.19 2.80 0.12
H 0.44427 2.33569 1.34504 0.05 0.08 0.17
H -0.01606 1.47488 0.18789 0.46 5.12 1.43
O -2.34959 -0.80475 -1.33138 -2.16 -1.71 -0.30
H -1.68677 -0.19930 -0.99922 -2.39 -0.91 -0.75
H -1.87736 -1.36152 -1.95044 0.00 -0.07 -0.04
O 2.40100 0.04989 -1.75640 3.89 -2.28 -5.83
H 1.57502 0.04329 -1.27271 2.62 -1.52 -3.89
H 2.87797 -0.71193 -1.42723 0.32 -0.03 -0.22
O -2.36094 0.81840 1.04999 -8.35 2.67 2.13
H -1.50276 0.73878 0.63355 -7.02 3.61 0.28
H -2.34102 0.18164 1.76440 -0.24 -0.17 -0.05
```
Positions in Å, forces in eV/Å.

=====

[3]
Computed, not measured: a 10-piece molecular cluster, BF4H18O9 overall at a distorted geometry, with wB97M-V/def2-TZVPD.

Calculated values
**Charge**: -1
**M**: 248.94 g/mol
**Electronic energy**: -30275.892 eV
**Gap between HOMO and LUMO**: 10.7 eV
**Relative energy (zero: lowest compared OMol25 entry of this formula, charge and spin)**: 49.9 kJ/mol

XYZ file:
```
32
Properties=species:S:1:pos:R:3:forces:R:3
B -0.33380 0.02533 -0.31534 -0.80 -1.12 -0.57
F -0.00993 -1.34967 -0.35462 0.51 0.17 0.97
F -1.07030 0.29145 0.83320 0.65 0.41 -0.13
F 0.78922 0.78994 -0.50143 0.66 0.48 0.72
F -1.13459 0.21014 -1.42626 -0.70 0.49 -1.09
O 3.25716 -0.19029 2.02024 0.05 0.11 0.05
H 3.12157 -0.08220 1.07383 0.17 -0.02 -0.20
H 2.37688 -0.35306 2.38214 0.05 -0.04 0.18
O 0.56726 -0.94106 2.62041 0.32 -0.11 0.23
H -0.34836 -0.79461 2.86952 -0.14 0.08 -0.08
H 0.58106 -0.77395 1.67250 -0.21 -0.28 0.14
O 3.25915 0.20403 -1.19221 -0.09 0.12 -0.16
H 2.30341 0.33927 -1.27228 0.00 -0.42 0.10
H 3.52561 -0.13470 -2.04981 0.11 -0.14 -0.02
O 0.91791 -3.05240 -2.11262 0.30 -0.14 -0.17
H 0.15243 -3.05558 -2.69045 -0.12 -0.06 0.03
H 0.59105 -2.68151 -1.28114 0.28 -0.15 -0.35
O 2.79063 3.04026 -0.75969 0.10 0.31 -0.12
H 2.69947 2.12805 -1.05742 0.31 0.13 0.11
H 2.42765 3.03924 0.12770 -0.10 -0.04 0.06
O -1.66447 -3.41841 -0.55726 -0.29 -0.15 -0.19
H -2.51165 -3.31206 -0.11865 -0.07 0.01 0.06
H -1.32692 -2.51886 -0.65479 -0.04 -0.10 0.21
O -0.63074 3.23597 -0.66384 -0.32 0.22 -0.07
H -0.57332 3.35192 0.28674 0.02 -0.04 0.09
H -0.61806 2.28168 -0.79047 0.08 0.20 -0.11
O -3.62327 0.52914 -0.67951 -0.45 -0.20 0.20
H -3.61641 1.41363 -1.05150 0.09 0.09 -0.02
H -2.80841 0.12358 -1.00747 -0.07 0.24 -0.05
O -3.23524 0.25434 2.36911 -0.30 -0.06 0.44
H -2.80563 0.97014 2.84129 0.07 0.05 0.00
H -3.04939 0.43024 1.44007 -0.10 -0.03 -0.27
```
Positions in Å, forces in eV/Å.

=====

[4]
Computed, not measured: a 12-piece molecular cluster, BF4H22O11 overall at a distorted geometry, with wB97M-V/def2-TZVPD.

Calculated values
**Charge**: -1
**M**: 284.97 g/mol
**Electronic energy**: -34436.169 eV
**Gap between HOMO and LUMO**: 9.5 eV
**Relative energy (zero: lowest compared OMol25 entry of this formula, charge and spin)**: 61.9 kJ/mol

XYZ file:
```
38
Properties=species:S:1:pos:R:3:forces:R:3
B -19.42073 1.14863 -16.86450 0.80 -0.28 0.74
F -20.37373 0.19013 -16.70304 -0.79 -0.02 0.09
F -19.87325 2.44162 -16.59542 -0.46 0.53 0.14
F -18.33709 0.87513 -15.95601 0.10 0.60 0.39
F -18.83878 1.10648 -18.09687 0.18 0.27 -1.81
O -20.68599 -2.80563 -15.92281 0.37 -1.81 -0.53
H -21.59529 -2.62310 -16.04112 -1.31 0.38 -0.18
H -20.29092 -2.03880 -15.53581 0.78 1.08 0.54
O -16.57330 2.73713 -18.53114 2.45 1.05 -1.01
H -16.22014 2.62689 -19.43594 -0.12 0.23 0.66
H -17.40702 2.33741 -18.59433 -2.33 -1.24 0.24
O -15.89458 0.08648 -14.07621 0.52 -1.95 -0.67
H -16.45233 -0.71534 -13.95601 0.62 1.10 -0.04
H -16.40713 0.80454 -13.72942 -0.79 0.80 0.53
O -20.92660 1.22787 -13.68296 -0.04 -1.65 1.15
H -20.88409 2.15631 -13.55371 0.05 1.58 -0.12
H -20.90908 1.06079 -14.61122 -0.02 -0.14 -1.06
O -19.02456 -1.19496 -14.62649 0.51 0.84 0.34
H -18.21526 -1.69046 -14.53643 0.12 -0.75 -0.03
H -18.67106 -0.35744 -15.00979 -0.62 -0.59 0.10
O -18.92671 5.02958 -16.19888 -0.39 1.48 1.99
H -19.19815 4.29627 -16.69780 -0.34 -1.72 -1.43
H -18.28339 5.54092 -16.65425 0.63 0.35 -0.78
O -20.34874 3.89544 -13.85686 0.04 0.55 1.13
H -19.75045 4.45731 -13.32981 -0.36 -0.40 -0.60
H -19.97579 3.87540 -14.73634 0.38 0.10 -0.43
O -16.74094 3.10812 -15.41811 0.87 1.08 0.32
H -17.26080 2.34310 -15.67360 -0.30 0.03 -0.51
H -16.77575 3.83090 -16.07428 -0.34 -1.22 0.35
O -17.79582 1.58871 -12.87550 1.49 0.57 1.80
H -18.58285 1.59560 -13.38151 -1.71 0.05 -0.73
H -17.88834 2.23146 -12.14203 -0.09 -0.64 -0.94
O -17.39965 -1.38160 -17.94984 -2.05 -1.29 -1.16
H -16.83491 -0.65717 -17.71908 0.72 0.95 0.28
H -18.18971 -0.98289 -18.37758 0.86 -0.44 0.67
O -15.60887 0.30797 -17.33008 0.69 -0.27 -1.84
H -15.61575 1.17676 -17.73488 -0.22 0.46 0.09
H -15.51955 0.43155 -16.41449 0.10 0.33 2.31
```
Positions in Å, forces in eV/Å.